333
Properties=species:S:1:pos:R:3:lowdin_charge:R:1 method="wB97M-V/def2-TZVPD" homo_energy_ev=-8.4 max_force_ev_per_a=3.6 gap_ha=0.315 total_charge=0 total_energy_ev=-173782.204 multiplicity=1
C -2.04 -5.12 -0.84 -0.11
O -1.80 -5.84 0.36 -0.20
C -0.51 -5.46 0.96 -0.12
C -0.47 -5.58 2.50 -0.21
N 0.56 -4.77 3.04 -0.09
C 0.70 -4.69 4.46 -0.19
C 1.61 -5.88 4.96 -0.18
O 2.99 -5.62 4.63 -0.19
C 3.55 -4.61 5.52 -0.10
H -2.89 -5.51 -1.40 0.09
H -1.21 -5.11 -1.54 0.08
H -2.28 -4.10 -0.55 0.08
H -0.27 -4.42 0.73 0.11
H 0.33 -6.09 0.64 0.10
H -0.35 -6.60 2.86 0.11
H -1.36 -5.18 2.99 0.13
H 1.48 -5.03 2.72 0.10
H -0.25 -4.65 4.99 0.12
H 1.23 -3.80 4.82 0.09
H 1.26 -6.81 4.52 0.11
H 1.52 -5.96 6.04 0.11
H 3.23 -4.54 6.56 0.09
H 3.44 -3.65 5.02 0.06
H 4.62 -4.82 5.56 0.08
C 3.11 -0.28 1.97 -0.12
O 1.96 -0.40 1.20 -0.18
C 1.95 -1.55 0.30 -0.17
C 0.65 -1.43 -0.49 -0.22
N 0.63 -0.19 -1.20 -0.02
C -0.70 -0.07 -1.86 -0.16
C -1.94 0.31 -0.97 -0.11
O -2.64 -0.91 -0.55 -0.24
C -3.41 -1.48 -1.66 -0.06
H 3.98 -0.08 1.34 0.08
H 3.43 -1.27 2.30 0.07
H 3.05 0.38 2.84 0.07
H 2.07 -2.53 0.76 0.11
H 2.79 -1.59 -0.40 0.10
H -0.06 -1.52 0.33 0.11
H 0.55 -2.26 -1.19 0.11
H 0.79 0.59 -0.58 0.08
H -0.87 -0.97 -2.45 0.09
H -0.57 0.71 -2.61 0.08
H -2.70 0.96 -1.41 0.11
H -1.58 0.85 -0.10 0.10
H -4.22 -0.80 -1.93 0.09
H -3.94 -2.38 -1.37 0.08
H -2.83 -1.57 -2.57 0.06
C 2.51 -0.43 5.29 -0.10
O 3.87 0.00 5.32 -0.18
C 4.08 1.06 6.24 -0.25
C 5.53 1.45 6.44 -0.17
N 5.94 2.00 5.15 -0.08
C 7.34 1.82 4.86 -0.17
C 7.51 2.29 3.37 -0.16
O 6.59 1.59 2.50 -0.23
C 6.80 1.77 1.11 -0.10
H 2.21 -0.83 6.26 0.08
H 2.35 -1.27 4.62 0.08
H 1.81 0.38 5.08 0.08
H 3.71 0.93 7.25 0.12
H 3.51 1.94 5.95 0.10
H 6.08 0.53 6.66 0.10
H 5.57 2.01 7.37 0.13
H 5.49 1.54 4.37 0.09
H 7.61 0.79 5.11 0.10
H 7.98 2.46 5.47 0.12
H 8.55 2.08 3.11 0.12
H 7.39 3.38 3.35 0.11
H 7.74 1.29 0.84 0.08
H 6.91 2.83 0.86 0.09
H 5.99 1.32 0.54 0.08
C -4.88 3.59 -0.83 -0.09
O -4.44 3.84 0.50 -0.19
C -3.63 4.99 0.68 -0.17
C -2.63 4.87 1.91 -0.14
N -1.97 3.60 1.71 -0.10
C -1.19 3.26 2.84 -0.18
C -0.78 1.75 2.88 -0.16
O -1.74 0.86 3.38 -0.21
C -1.45 -0.46 3.36 -0.11
H -4.03 3.36 -1.47 0.07
H -5.44 4.37 -1.35 0.08
H -5.51 2.71 -0.90 0.09
H -4.19 5.91 0.88 0.11
H -3.14 5.23 -0.26 0.10
H -3.19 4.72 2.84 0.12
H -1.92 5.68 2.01 0.13
H -2.68 2.89 1.66 0.09
H -1.65 3.50 3.80 0.12
H -0.28 3.86 2.79 0.12
H 0.15 1.75 3.45 0.11
H -0.51 1.41 1.88 0.11
H -0.55 -0.57 3.97 0.09
H -1.13 -0.86 2.40 0.09
H -2.30 -1.07 3.64 0.11
C 3.39 -9.29 1.37 -0.08
O 3.30 -7.85 1.39 -0.19
C 3.06 -7.31 0.11 -0.23
C 3.43 -5.83 0.14 -0.18
N 2.60 -5.02 -0.76 -0.06
C 2.63 -5.47 -2.12 -0.19
C 1.95 -4.32 -2.91 -0.17
O 2.77 -3.17 -2.79 -0.25
C 2.39 -2.08 -3.58 -0.09
H 3.97 -9.64 2.22 0.08
H 3.80 -9.69 0.44 0.08
H 2.38 -9.65 1.53 0.08
H 2.06 -7.52 -0.27 0.12
H 3.73 -7.82 -0.57 0.11
H 4.47 -5.56 -0.02 0.12
H 3.25 -5.43 1.14 0.10
H 3.10 -4.15 -0.90 0.08
H 2.01 -6.34 -2.33 0.12
H 3.68 -5.72 -2.31 0.13
H 0.98 -4.10 -2.47 0.10
H 1.82 -4.64 -3.95 0.13
H 3.02 -1.22 -3.37 0.09
H 1.34 -1.86 -3.43 0.08
H 2.44 -2.37 -4.64 0.10
C 5.86 4.32 -2.98 -0.11
O 5.16 3.09 -2.92 -0.19
C 4.04 3.13 -2.00 -0.21
C 3.20 1.88 -2.09 -0.18
N 2.12 1.97 -3.12 -0.04
C 2.69 2.12 -4.46 -0.15
C 1.51 1.94 -5.50 -0.17
O 1.28 0.53 -5.75 -0.21
C 0.58 0.21 -6.97 -0.10
H 6.21 4.63 -1.99 0.08
H 5.23 5.13 -3.35 0.08
H 6.70 4.26 -3.68 0.09
H 3.38 4.00 -2.09 0.12
H 4.38 3.19 -0.96 0.10
H 2.78 1.67 -1.11 0.10
H 3.87 1.03 -2.21 0.11
H 1.78 1.02 -3.07 0.07
H 3.48 1.41 -4.72 0.12
H 3.11 3.12 -4.50 0.12
H 1.74 2.35 -6.49 0.11
H 0.59 2.46 -5.24 0.08
H -0.13 0.97 -7.29 0.07
H -0.09 -0.63 -6.79 0.07
H 1.16 -0.19 -7.80 0.08
C -9.99 3.13 -7.86 -0.11
O -9.27 3.98 -7.02 -0.21
C -7.84 3.83 -6.94 -0.18
C -7.19 4.24 -5.59 -0.21
N -5.77 4.07 -5.68 -0.08
C -5.17 4.02 -4.32 -0.16
C -3.64 3.61 -4.50 -0.21
O -3.48 2.23 -4.32 -0.22
C -2.15 1.75 -4.64 -0.07
H -9.83 2.06 -7.73 0.08
H -9.68 3.51 -8.84 0.09
H -11.05 3.32 -7.69 0.09
H -7.51 4.50 -7.73 0.12
H -7.49 2.85 -7.27 0.08
H -7.60 3.67 -4.75 0.11
H -7.38 5.30 -5.44 0.12
H -5.58 3.26 -6.25 0.03
H -5.65 3.30 -3.66 0.10
H -5.32 4.98 -3.84 0.11
H -3.00 4.19 -3.83 0.09
H -3.28 3.99 -5.45 0.11
H -2.06 0.72 -4.30 0.08
H -1.39 2.32 -4.12 0.07
H -1.86 1.80 -5.69 0.08
C -4.84 -4.52 1.04 -0.22
C -6.27 -4.33 1.65 -0.23
O -7.09 -5.27 1.02 -0.07
O -4.28 -5.79 1.43 -0.07
H -4.15 -3.70 1.23 0.10
H -4.95 -4.50 -0.04 0.10
H -6.64 -3.33 1.42 0.09
H -6.25 -4.50 2.73 0.12
H -6.88 -6.16 1.30 0.09
H -3.48 -5.87 0.92 0.02
C 6.15 -1.78 -2.35 -0.23
C 6.46 -2.23 -0.86 -0.23
O 5.25 -2.25 -0.16 -0.08
O 5.42 -2.72 -3.09 -0.06
H 7.10 -1.61 -2.85 0.11
H 5.60 -0.84 -2.33 0.10
H 7.25 -1.59 -0.49 0.11
H 6.81 -3.26 -0.97 0.12
H 5.38 -2.60 0.73 0.04
H 4.52 -2.72 -2.77 0.02
C -1.33 6.15 -7.22 -0.24
C -0.56 5.68 -6.02 -0.19
O -1.26 5.65 -4.73 -0.10
O -1.15 7.53 -7.55 -0.07
H -2.41 6.00 -7.27 0.12
H -0.88 5.56 -8.02 0.11
H 0.33 6.28 -5.88 0.13
H -0.27 4.63 -6.15 0.10
H -0.64 5.26 -4.11 0.01
H -1.44 7.65 -8.45 0.08
C -4.70 1.16 2.15 -0.20
C -5.27 -0.24 2.07 -0.22
O -4.22 -1.10 1.65 -0.09
O -4.26 1.23 3.53 -0.09
H -5.51 1.85 1.91 0.11
H -3.80 1.37 1.57 0.10
H -5.99 -0.23 1.25 0.10
H -5.76 -0.57 2.98 0.13
H -3.70 -0.88 0.87 0.03
H -3.36 0.90 3.61 0.01
C 0.14 3.06 6.70 -0.21
C 0.06 4.66 6.54 -0.22
O -1.26 5.17 6.57 -0.06
O -0.24 2.61 7.98 -0.06
H 1.04 2.50 6.48 0.10
H -0.53 2.68 5.92 0.10
H 0.53 4.96 5.60 0.10
H 0.72 5.12 7.28 0.10
H -1.72 4.72 7.28 0.08
H -1.14 2.28 7.93 0.08
C -0.58 4.57 -1.91 -0.20
C 0.24 4.43 -0.59 -0.24
O 0.15 3.15 -0.06 -0.08
O 0.26 4.22 -2.99 -0.10
H -0.91 5.60 -2.03 0.12
H -1.54 4.06 -1.82 0.10
H -0.28 5.05 0.14 0.10
H 1.27 4.77 -0.68 0.11
H -0.69 3.14 0.40 0.02
H 0.85 3.49 -2.79 0.04
C 6.57 -1.71 3.68 -0.23
C 5.85 -3.02 3.43 -0.22
O 6.17 -3.71 2.19 -0.05
O 7.96 -1.79 4.04 -0.06
H 6.07 -1.32 4.56 0.10
H 6.42 -1.06 2.81 0.11
H 4.79 -2.80 3.52 0.10
H 6.11 -3.56 4.35 0.09
H 5.78 -4.58 2.30 0.09
H 8.45 -2.01 3.24 0.09
C 3.01 4.40 1.63 -0.22
C 2.97 3.06 2.36 -0.19
O 2.35 3.29 3.62 -0.10
O 4.04 5.21 2.15 -0.08
H 2.09 4.98 1.64 0.11
H 3.21 4.34 0.56 0.09
H 3.96 2.68 2.61 0.11
H 2.33 2.34 1.84 0.10
H 2.88 3.86 4.19 0.02
H 4.09 6.12 1.85 0.09
C 5.97 6.42 5.11 -0.06
C 5.17 5.47 5.95 -0.42
C 4.16 6.04 6.94 -0.18
O 4.85 6.99 7.78 -0.19
C 4.00 7.73 8.60 -0.13
N 4.52 4.48 5.08 0.05
H 6.36 7.27 5.66 0.08
H 5.37 6.95 4.36 0.07
H 6.72 5.93 4.49 0.08
H 5.91 4.92 6.53 0.13
H 3.80 5.21 7.55 0.12
H 3.35 6.43 6.33 0.12
H 3.20 8.25 8.06 0.08
H 4.56 8.55 9.04 0.09
H 3.56 7.00 9.28 0.09
H 4.65 4.86 4.15 0.03
H 5.07 3.63 5.02 0.03
C 4.29 -2.16 8.13 -0.03
C 5.53 -3.10 8.40 -0.42
C 6.67 -2.92 7.33 -0.16
O 7.72 -3.93 7.61 -0.19
C 8.64 -4.06 6.47 -0.08
N 5.92 -2.94 9.77 0.04
H 3.54 -2.43 8.87 0.09
H 3.93 -2.42 7.13 0.04
H 4.60 -1.12 8.17 0.07
H 5.29 -4.16 8.28 0.12
H 7.09 -1.92 7.39 0.12
H 6.26 -2.95 6.33 0.08
H 9.38 -3.27 6.60 0.09
H 8.15 -4.15 5.51 0.07
H 9.21 -4.98 6.60 0.08
H 6.93 -2.98 9.75 0.06
H 5.85 -1.96 10.04 0.06
C -5.71 0.19 -5.52 -0.03
C -5.40 0.31 -7.04 -0.36
C -6.63 0.11 -7.97 -0.18
O -7.14 -1.25 -8.00 -0.19
C -6.34 -2.19 -8.78 -0.08
N -4.95 1.71 -7.15 0.03
H -6.41 1.01 -5.34 0.07
H -4.87 0.25 -4.82 0.07
H -6.32 -0.70 -5.42 0.06
H -4.59 -0.36 -7.33 0.12
H -6.38 0.42 -8.98 0.12
H -7.39 0.86 -7.74 0.10
H -6.17 -1.85 -9.81 0.08
H -6.83 -3.16 -8.84 0.09
H -5.31 -2.26 -8.43 0.07
H -4.40 1.96 -7.96 0.09
H -4.34 1.88 -6.36 0.04
C -8.83 -0.06 -4.19 -0.07
C -9.26 -1.56 -4.19 -0.38
C -9.41 -2.03 -2.69 -0.18
O -8.16 -1.84 -2.04 -0.20
C -8.21 -1.94 -0.68 -0.14
N -10.53 -1.53 -4.92 0.02
H -7.89 0.11 -3.68 0.06
H -9.52 0.62 -3.69 0.08
H -8.68 0.22 -5.24 0.06
H -8.55 -2.20 -4.72 0.13
H -9.68 -3.08 -2.62 0.12
H -10.23 -1.52 -2.19 0.12
H -8.58 -1.02 -0.23 0.10
H -7.18 -2.04 -0.35 0.07
H -8.57 -2.88 -0.27 0.09
H -11.16 -2.28 -4.67 0.06
H -11.03 -0.70 -4.65 0.06
C -1.64 -3.62 -4.35 -0.05
C -2.37 -4.94 -4.69 -0.40
C -3.89 -4.84 -4.74 -0.23
O -4.36 -4.46 -3.47 -0.18
C -5.61 -3.79 -3.55 -0.09
N -1.94 -5.49 -6.01 0.04
H -0.60 -3.62 -4.66 0.06
H -1.77 -3.37 -3.30 0.05
H -2.01 -2.86 -5.04 0.08
H -2.20 -5.62 -3.85 0.12
H -4.29 -5.84 -4.92 0.13
H -4.16 -4.18 -5.57 0.12
H -5.61 -2.85 -4.10 0.08
H -5.92 -3.47 -2.55 0.07
H -6.46 -4.40 -3.86 0.09
H -2.02 -4.75 -6.69 0.06
H -2.75 -6.04 -6.26 0.05